Entry 1:
The following is a DFT calculation (ωB97M-V/def2-TZVPD) of a cluster of 8 separate species, C48H125N7O13 in total in a non-equilibrium geometry.

Molar mass   1008.56 g/mol
Charge   +6
Kohn-Sham gap   4.43 eV
2S+1   1
Electronic energy   -3262.678671 a.u.
LUMO level   -8.243 eV
Maximum force   4.1 eV/A
Energy above the lowest of the compared OMol25 structures with the same formula, charge and spin   200.3 kJ/mol
HOMO level   -12.7 eV

Last column: Mulliken charge in e.
Geometry (Å):
C 0.99483 0.53281 0.72629  -0.953
C 0.92958 -0.70575 -0.07752  -0.185
O 2.19064 -1.22281 -0.48721  -0.930
H 1.09834 1.29471 -0.04630  0.222
H 1.85235 0.68534 1.38164  0.299
H 0.06471 0.78705 1.23456  0.296
H 0.23143 -0.56815 -0.90320  0.127
H 0.48727 -1.38375 0.65239  0.135
C -1.44540 -3.65214 -7.84787  -0.714
O -0.67055 -2.99331 -6.76643  -0.391
C 0.43800 -2.30715 -7.30929  -0.704
C 1.67447 -3.12000 -7.60592  -0.408
N 1.99733 -3.98599 -6.36913  -0.150
H 2.18017 -3.49739 -5.50430  0.404
H 1.24221 -4.64384 -6.23824  0.358
C 3.22666 -4.92946 -6.45179  -0.781
C 4.50225 -4.20796 -6.58720  -0.448
O 4.69127 -3.32663 -7.66237  -0.320
C 5.98797 -2.72297 -7.71948  -0.711
H -1.69951 -3.10801 -8.75751  0.328
H -2.34304 -4.01667 -7.34842  0.247
H -0.84553 -4.50992 -8.15195  0.308
H 0.66251 -1.46718 -6.65192  0.412
H 0.11780 -1.80797 -8.22384  0.461
H 2.47308 -2.39217 -7.74943  0.274
H 1.65162 -3.87345 -8.39326  0.394
H 3.14698 -5.57094 -7.32944  0.348
H 3.13816 -5.57168 -5.57553  0.431
H 5.27100 -4.97293 -6.47794  0.428
H 4.65142 -3.51482 -5.75931  0.378
H 5.84208 -1.86228 -8.37220  0.261
H 6.77204 -3.38167 -8.09291  0.288
H 6.22968 -2.36842 -6.71749  0.305
C 0.22947 2.40596 7.87465  -0.771
O -0.95657 2.60777 8.76611  -0.377
C -2.14214 2.72940 8.02405  -0.254
C -3.31710 2.99391 8.86144  -0.887
N -3.04318 4.35986 9.62635  -0.181
H -3.75192 4.40982 10.34419  0.383
H -2.15402 4.33411 10.10470  0.371
C -3.09504 5.57745 8.67167  -0.706
C -1.67154 6.03630 8.38976  -0.453
O -0.95997 6.07271 9.62517  -0.408
C 0.39753 6.64655 9.47830  -0.730
H 0.81086 3.32267 7.77609  0.237
H 0.04803 2.02388 6.87007  0.365
H 0.92632 1.69135 8.31263  0.313
H -2.15878 1.84287 7.39010  0.602
H -2.13040 3.51298 7.26645  0.213
H -3.33162 2.22279 9.63167  0.380
H -4.27785 3.00573 8.34675  0.395
H -3.50134 6.40455 9.25384  0.453
H -3.63792 5.28448 7.77304  0.285
H -1.78860 7.07256 8.07265  0.554
H -1.25960 5.59344 7.48297  0.335
H 1.07757 5.94206 8.99939  0.233
H 0.99714 6.83151 10.36956  0.315
H 0.42467 7.50613 8.80860  0.329
C 9.28125 -6.26280 5.36077  -0.745
O 8.07265 -5.84246 4.74659  -0.323
C 6.99882 -5.58532 5.60289  -0.420
C 5.71129 -5.26058 4.78267  -0.729
N 5.63290 -6.04754 3.47253  -0.197
H 5.13809 -5.44160 2.83370  0.417
H 6.51961 -6.18931 3.01020  0.420
C 4.99320 -7.47072 3.45235  -0.903
C 5.74184 -8.52172 4.26716  -0.367
O 7.11235 -8.61014 3.95191  -0.318
C 7.85545 -9.44643 4.87775  -0.800
H 10.00833 -6.65809 4.65141  0.265
H 8.93078 -7.08303 5.98727  0.261
H 9.61351 -5.47050 6.03156  0.321
H 7.19409 -4.62669 6.08351  0.491
H 6.64815 -6.38063 6.26062  0.353
H 5.79100 -4.26149 4.35424  0.423
H 4.74975 -5.30518 5.29410  0.282
H 4.99461 -7.75757 2.40078  0.410
H 3.93208 -7.45200 3.70090  0.387
H 5.30311 -9.51407 4.16299  0.584
H 5.60208 -8.18946 5.29583  0.251
H 8.88395 -9.62080 4.56171  0.307
H 7.39794 -10.39026 5.17433  0.335
H 7.90513 -8.92249 5.83227  0.293
C -3.24800 4.02858 -3.59661  -0.720
O -4.61026 4.13125 -3.21393  -0.324
C -5.07058 3.04710 -2.48827  -0.431
C -6.64204 2.99106 -2.73254  -0.796
N -7.08584 2.78203 -4.15396  -0.168
H -8.04459 3.05399 -4.31809  0.376
H -6.54234 3.46125 -4.66716  0.402
C -6.83444 1.38424 -4.76308  -0.679
C -7.91179 0.29288 -4.24277  -0.522
O -8.32884 0.39588 -2.90470  -0.290
C -9.45767 -0.26800 -2.44472  -0.680
H -3.13253 4.77763 -4.38000  0.260
H -2.98793 3.00579 -3.86929  0.330
H -2.51006 4.17743 -2.80834  0.308
H -4.78466 3.06829 -1.43665  0.444
H -4.65245 2.11253 -2.86223  0.300
H -7.10823 3.96058 -2.55709  0.473
H -7.16845 2.26014 -2.11875  0.333
H -5.81608 1.07824 -4.52350  0.277
H -6.87422 1.51890 -5.84400  0.445
H -7.50174 -0.70113 -4.42136  0.359
H -8.83886 0.46272 -4.79031  0.467
H -9.44843 -0.17522 -1.35872  0.227
H -9.31765 -1.25428 -2.88713  0.287
H -10.37796 0.21946 -2.76652  0.322
C 6.78253 1.71462 -4.98650  -0.748
O 7.55734 1.11680 -3.93194  -0.318
C 6.95399 1.39524 -2.67275  -0.548
C 7.74612 0.78579 -1.51052  -0.756
N 8.16519 -0.66449 -1.87367  -0.209
H 7.25207 -1.05054 -2.06674  0.367
H 8.71348 -0.62563 -2.72101  0.389
C 9.02007 -1.41003 -0.80561  -0.694
C 9.36976 -2.82897 -1.35491  -0.610
O 8.30486 -3.71907 -1.53806  -0.323
C 8.57852 -5.10319 -1.84485  -0.832
H 7.22049 1.38223 -5.92768  0.255
H 6.79720 2.80185 -4.91030  0.315
H 5.75144 1.36614 -4.92730  0.331
H 6.00568 0.86325 -2.59661  0.447
H 6.75373 2.44537 -2.46013  0.407
H 7.13413 0.62376 -0.62321  0.388
H 8.71115 1.20890 -1.23161  0.464
H 8.60998 -1.42481 0.20420  0.424
H 9.92014 -0.79878 -0.73962  0.372
H 10.02716 -3.22939 -0.58317  0.420
H 10.16012 -2.82964 -2.10553  0.474
H 7.71624 -5.73138 -2.06833  0.288
H 9.32713 -5.63608 -1.25859  0.339
H 9.04217 -5.05882 -2.83033  0.351
C -5.83679 -4.94268 0.77192  -1.285
C -5.50924 -6.44206 0.83215  -0.539
N -5.87795 -7.22745 -0.44652  0.292
C -5.05639 -6.54776 -1.62399  -1.097
C -5.38948 -8.71168 -0.23754  -0.402
C -5.66806 -9.37864 1.08403  -1.178
C -7.38700 -7.17492 -0.54761  -0.556
C -8.05727 -7.89322 -1.80386  -0.838
O -7.65997 -7.19854 -2.92293  -0.298
C -8.40652 -7.40242 -4.14937  -0.810
H -5.52674 -4.44050 1.68832  0.417
H -6.86218 -4.60894 0.61285  0.335
H -5.16869 -4.53661 0.01242  0.362
H -6.07196 -6.88871 1.65187  0.429
H -4.47212 -6.73347 0.99820  0.518
H -4.04207 -6.57821 -1.22608  0.431
H -5.48345 -5.56097 -1.80276  0.374
H -5.28210 -7.20570 -2.46320  0.426
H -4.34272 -8.65060 -0.53532  0.454
H -5.86632 -9.26009 -1.04992  0.373
H -5.24045 -10.38124 1.08989  0.406
H -6.73883 -9.39975 1.28674  0.336
H -5.16771 -8.83442 1.88501  0.312
H -7.82786 -6.17818 -0.56342  0.322
H -7.78268 -7.66812 0.34024  0.401
H -9.12871 -7.88357 -1.60384  0.518
H -7.78201 -8.94398 -1.89461  0.367
H -9.45774 -7.32457 -3.87192  0.343
H -8.23825 -8.39875 -4.55817  0.318
H -8.32185 -6.64064 -4.92437  0.265
C -3.39903 10.49481 1.37250  -1.189
C -2.66723 10.72131 0.01847  -0.434
N -1.80292 12.03151 -0.10163  0.173
C -1.04015 12.01608 -1.48571  -1.150
C -2.81651 13.24691 -0.07435  -0.326
C -2.32073 14.58561 -0.68045  -1.306
C -0.76410 12.14472 1.11703  -0.748
C 0.39053 11.10256 1.21670  -0.678
O -0.11808 9.89647 1.72680  -0.207
C 0.83566 8.93712 1.82569  -0.839
H -2.72804 10.05893 2.11270  0.299
H -4.23305 9.80537 1.24148  0.394
H -3.88039 11.39736 1.74905  0.304
H -3.29356 10.55993 -0.85889  0.653
H -1.98265 9.87315 0.00944  0.320
H -1.87235 12.15974 -2.17485  0.491
H -0.57759 11.05318 -1.70241  0.369
H -0.35370 12.86182 -1.52584  0.393
H -3.23891 13.45005 0.90973  0.298
H -3.63788 12.89022 -0.69582  0.400
H -1.65311 14.98722 0.08185  0.383
H -3.03860 15.37798 -0.89239  0.407
H -1.81447 14.53741 -1.64455  0.309
H -1.20801 12.17868 2.11196  0.425
H -0.30095 13.11841 0.95723  0.459
H 1.06765 11.51477 1.96483  0.482
H 0.91317 11.03414 0.26262  0.406
H 0.99524 8.51165 0.83493  0.330
H 0.59496 8.09182 2.47040  0.251
H 1.78587 9.25867 2.25207  0.330

Cartesian forces (eV/Å) of the 2 atoms listed first:
0.2 2.6 -0.9
2.6 -2.6 0.5


Entry 2:
The following is a DFT calculation (ωB97M-V/def2-TZVPD) of a cluster of 3 separate species, C13H26IN2O9P2S in total in a non-equilibrium geometry.

Molar mass   575.28 g/mol
Charge   +1
Kohn-Sham gap   6.59 eV
2S+1   1
Electronic energy   -2675.856759 a.u.
LUMO level   -4.605 eV
Maximum force   8.2 eV/A
Energy above the lowest of the compared OMol25 structures with the same formula, charge and spin   0.0 kJ/mol
HOMO level   -11.2 eV

Last column: natural (NBO) charge in e.
Geometry (Å):
O 3.37070 -3.46608 -3.41292  -0.479
C 3.43612 -2.60236 -4.21050  0.472
I 4.89067 -2.77591 -5.80317  0.080
C 2.51247 -1.38301 -4.16872  -0.526
C 0.99813 -1.77374 -4.32601  -0.303
C 0.47164 -0.79820 -5.34841  0.321
N 0.58140 -1.29915 -6.51758  -0.404
C 1.12252 -2.66054 -6.49369  -0.292
C 0.76846 -3.11327 -5.06515  -0.056
N -0.66935 -3.56215 -5.02448  -0.536
C -0.70252 -4.78280 -5.10960  0.191
S -0.58157 -6.30236 -5.34290  0.210
H 2.85200 -0.71407 -4.96013  0.234
H 2.67044 -0.86726 -3.22342  0.285
H 0.49079 -1.60432 -3.37845  0.297
H 0.06062 0.17925 -5.12909  0.261
H 0.32630 -0.84619 -7.38722  0.454
H 0.46044 -3.24564 -7.13893  0.252
H 2.12887 -2.81804 -6.87303  0.273
H 1.29509 -3.98306 -4.68872  0.262
C -1.88003 0.21951 2.44481  -0.240
O -0.81447 -0.40324 1.70697  -0.811
P -1.21853 -0.99353 0.24986  2.538
O -2.02716 0.07483 -0.37780  -1.089
O -2.11007 -2.22047 0.84868  -0.839
C -1.61221 -3.01200 1.94085  -0.252
O -0.70755 -1.87271 -1.04755  -0.823
C -1.72824 -2.24302 -1.97214  -0.244
H -1.60516 0.19679 3.49734  0.215
H -1.98768 1.25435 2.13164  0.205
H -2.82263 -0.30948 2.31384  0.192
H -2.17689 -2.77303 2.84096  0.191
H -0.55539 -2.83492 2.12919  0.185
H -1.75998 -4.06286 1.70050  0.192
H -1.94789 -1.40692 -2.63822  0.182
H -2.63934 -2.56492 -1.47385  0.219
H -1.34158 -3.06652 -2.56972  0.183
C -1.55773 3.70437 6.98269  -0.230
O -1.64828 4.29847 5.68562  -0.808
P -0.34664 4.04641 4.67461  2.459
O -0.20777 2.57757 4.94659  -1.043
O 0.60129 5.01641 5.59688  -0.816
C 0.19088 6.36222 5.88741  -0.248
O 0.74530 4.09416 3.42448  -0.803
C 2.01490 3.48808 3.67178  -0.229
H -2.22972 4.26535 7.63146  0.191
H -1.88285 2.66781 6.93860  0.199
H -0.54612 3.75944 7.38107  0.191
H -0.10091 6.42956 6.93508  0.188
H -0.64476 6.68164 5.26747  0.180
H 1.03563 7.02562 5.71346  0.194
H 1.93818 2.41007 3.54417  0.194
H 2.38691 3.72139 4.66693  0.196
H 2.70328 3.88847 2.92852  0.186

Cartesian forces (eV/Å) of the 2 atoms listed first:
0.0 -0.3 0.3
0.0 -0.1 0.3